Version one
This record from the Open Molecules 2025 dataset describes a molecular structure, C30H28Cl2IN4O7RuS. The level of theory is the ωB97M-V functional and the def2-TZVPD basis.

Properties
⟨S²⟩ ... 8.86
LUMO (spin up / spin down) ... -0.038 / -0.075 hartree
Multiplicity ... 6

CARTESIAN COORDINATES (ANGSTROEM)
Ru  0.892  0.028  -0.488
Cl  0.852  3.428  6.536
C  0.615  2.738  4.950
C  0.311  3.569  3.874
C  0.112  3.035  2.628
Cl  -0.350  4.105  1.337
C  0.223  1.642  2.336
O  -0.071  1.203  1.162
C  0.518  0.839  3.474
C  0.567  -0.604  3.419
O  0.680  -1.286  2.422
C  0.690  1.386  4.754
H  0.213  4.635  4.024
H  0.504  -1.107  4.402
H  0.876  0.725  5.591
O  5.609  -3.680  3.391
C  5.810  -3.905  2.076
O  6.782  -4.498  1.699
C  4.771  -3.380  1.135
C  4.620  -4.095  -0.126
C  3.779  -3.667  -1.095
C  3.012  -2.483  -0.894
C  2.981  -1.838  0.449
C  4.055  -2.273  1.383
N  2.287  -1.829  -1.795
C  2.077  -2.260  -3.016
C  1.385  -1.442  -3.991
C  1.201  -1.939  -5.283
C  0.607  -1.132  -6.232
C  0.234  0.151  -5.869
C  0.443  0.556  -4.558
N  0.988  -0.215  -3.623
H  4.725  -3.310  3.525
H  5.260  -4.952  -0.285
H  3.753  -4.180  -2.046
H  2.071  -2.245  0.927
H  4.187  -1.700  2.295
H  2.438  -3.232  -3.346
H  1.532  -2.939  -5.525
H  0.444  -1.493  -7.238
H  -0.220  0.830  -6.576
H  0.158  1.552  -4.253
O  -2.560  -0.594  3.246
S  -2.870  -0.154  1.836
C  -4.139  -1.274  1.211
C  -5.445  -0.846  1.863
C  -5.492  0.666  1.638
C  -4.098  1.193  1.993
H  -3.798  -2.282  1.441
H  -4.163  -1.130  0.128
H  -5.406  -1.073  2.930
H  -6.309  -1.358  1.439
H  -6.266  1.155  2.229
H  -5.704  0.870  0.586
H  -4.004  1.471  3.044
H  -3.772  2.027  1.373
C  -3.812  2.899  -2.369
N  -2.397  2.706  -2.075
C  -1.527  3.742  -2.188
C  -0.224  3.635  -1.859
C  0.176  2.352  -1.388
O  1.365  2.054  -1.000
N  -0.660  1.316  -1.368
C  -2.006  1.443  -1.589
O  -2.832  0.576  -1.417
H  -3.909  3.696  -3.102
H  -4.362  3.161  -1.464
H  -4.222  1.975  -2.765
H  -1.957  4.667  -2.549
H  0.467  4.459  -1.918
I  -0.744  -2.064  -0.472
C  2.769  -0.337  0.286
H  3.426  0.077  -0.485
H  2.852  0.236  1.214

***

Version two
This record from the Open Molecules 2025 dataset describes a molecular structure, C30H28Cl2IN4O7RuS. The level of theory is the ωB97M-V functional and the def2-TZVPD basis.

Properties
⟨S²⟩ ... 8.82
LUMO (spin up / spin down) ... -0.017 / -0.065 hartree
Multiplicity ... 6

CARTESIAN COORDINATES (ANGSTROEM)
Ru  -0.330  -0.104  -1.223
Cl  2.751  5.843  2.728
C  2.277  4.359  1.965
C  2.936  3.930  0.820
C  2.553  2.758  0.206
Cl  3.437  2.257  -1.199
C  1.484  1.947  0.671
O  1.134  0.887  0.013
C  0.883  2.388  1.883
C  -0.167  1.671  2.616
O  -0.597  0.553  2.422
C  1.268  3.590  2.488
H  3.748  4.511  0.404
H  -0.596  2.277  3.439
H  0.759  3.912  3.388
O  -2.526  7.038  1.646
C  -1.533  6.434  0.945
O  -0.584  7.073  0.588
C  -1.704  4.983  0.652
C  -0.929  4.428  -0.364
C  -1.026  3.090  -0.673
C  -1.890  2.239  0.035
C  -2.655  2.797  1.069
C  -2.559  4.146  1.364
N  -1.942  0.891  -0.290
C  -3.014  0.129  0.017
C  -3.098  -1.197  -0.441
C  -4.197  -2.038  -0.155
C  -4.202  -3.320  -0.639
C  -3.120  -3.776  -1.403
C  -2.076  -2.906  -1.650
N  -2.066  -1.657  -1.196
H  -3.273  6.437  1.745
H  -0.242  5.068  -0.902
H  -0.400  2.690  -1.461
H  -3.285  2.170  1.684
H  -3.137  4.520  2.202
H  -3.851  0.558  0.553
H  -5.013  -1.656  0.444
H  -5.036  -3.977  -0.428
H  -3.084  -4.783  -1.793
H  -1.204  -3.219  -2.208
O  -0.035  -1.518  0.474
S  1.004  -1.514  1.587
C  0.108  -2.168  3.032
C  0.458  -3.644  3.184
C  1.892  -3.792  2.678
C  1.911  -3.067  1.340
H  -0.938  -1.953  2.829
H  0.420  -1.570  3.888
H  -0.212  -4.253  2.573
H  0.352  -3.966  4.220
H  2.191  -4.834  2.561
H  2.588  -3.327  3.382
H  1.348  -3.605  0.575
H  2.907  -2.834  0.963
C  3.295  -4.559  -2.812
N  2.826  -3.180  -2.787
C  3.531  -2.178  -3.376
C  3.094  -0.905  -3.390
C  1.840  -0.661  -2.746
O  1.278  0.469  -2.696
N  1.162  -1.652  -2.142
C  1.595  -2.941  -2.152
O  0.996  -3.886  -1.659
H  4.258  -4.589  -3.315
H  2.583  -5.191  -3.339
H  3.397  -4.941  -1.798
H  4.465  -2.474  -3.835
H  3.645  -0.103  -3.851
I  -1.172  -0.755  -4.570
C  -1.360  0.539  -2.904
H  -2.417  0.626  -2.691
H  -0.907  1.484  -3.184

***

Here is how they stack up, most stable first: version two, version one.